[1]
The following is a DFT calculation (the ωB97M-V functional and the def2-TZVPD basis) of a structure of composition C19H34B2N2O6SSi2 at a distorted geometry.

Structure (XYZ):
```
66
Properties=species:S:1:pos:R:3:mulliken_charge:R:1
C -0.804 4.358 2.526 -0.6218
C 0.065 3.423 3.417 -0.4021
S -0.085 1.652 3.012 -0.0430
C -1.875 1.350 2.734 -0.7777
Si -2.212 -0.146 1.631 0.4863
O -0.795 -1.094 1.612 -0.3779
C -0.371 -1.524 0.392 0.3902
O -1.064 -2.093 -0.421 -0.5160
C 1.091 -1.298 0.099 0.5100
C 1.925 -2.313 -0.309 -0.3152
C 3.243 -2.024 -0.520 -0.6075
C 3.758 -0.762 -0.351 -0.4315
C 2.916 0.258 0.030 -1.0194
C 1.592 -0.028 0.247 0.1428
O -2.823 0.208 0.142 -0.2425
Si -2.187 1.567 -0.656 -0.0348
B -3.600 2.891 -1.139 0.5142
C -3.286 4.431 -1.400 -0.9754
O -4.929 2.489 -1.283 -0.6243
B -1.482 0.884 -2.410 0.8683
O -0.429 1.461 -3.087 -0.5850
O -2.128 -0.225 -2.935 -0.5379
H -0.207 5.154 2.076 0.3226
H -1.606 4.788 3.126 0.2947
H -1.225 3.795 1.691 -0.1575
H -0.196 3.619 4.460 0.3385
H 1.106 3.723 3.290 0.3369
H -2.270 1.084 3.722 0.5581
H -2.407 2.256 2.431 0.3751
H -3.237 -0.940 2.321 -0.3607
H 1.544 -3.316 -0.458 0.4751
H 3.951 -2.790 -0.819 0.3784
H 4.801 -0.521 -0.513 0.5232
H 3.252 1.275 0.191 0.4389
H 0.925 0.774 0.545 0.0917
H -1.091 2.212 0.096 -0.1932
H -2.286 4.569 -1.827 0.2809
H -3.440 5.030 -0.499 0.2904
H -4.002 4.793 -2.153 0.3042
H -5.184 2.617 -2.205 0.2980
H -0.622 1.342 -4.028 0.2996
H -1.493 -0.943 -3.056 0.2861
C 8.017 -1.392 -3.559 -1.1237
C 7.022 -0.467 -4.250 -0.4170
C 7.143 0.990 -3.789 -0.3848
C 6.885 1.097 -2.347 0.2832
N 6.685 1.179 -1.214 -0.4692
H 7.849 -1.428 -2.482 0.3326
H 7.916 -2.410 -3.938 0.3198
H 9.044 -1.066 -3.735 0.3136
H 6.008 -0.827 -4.063 0.2909
H 7.183 -0.509 -5.329 0.3040
H 6.423 1.615 -4.318 0.2737
H 8.142 1.376 -3.996 0.2888
C -3.971 -3.679 2.105 -0.9607
C -4.859 -4.874 2.433 -0.6132
C -6.217 -4.463 3.012 -0.4398
C -6.040 -3.713 4.263 0.2515
N -5.900 -3.121 5.244 -0.4348
H -3.729 -3.104 2.999 0.3184
H -3.029 -4.012 1.669 0.3049
H -4.457 -3.013 1.389 0.3277
H -4.339 -5.523 3.141 0.3348
H -5.025 -5.457 1.525 0.3449
H -6.823 -5.345 3.218 0.3044
H -6.761 -3.838 2.303 0.2694
```

As for the maximum force: 1.7 eV/A. The calculated total energy is -2332.438720 hartree.

---

[2]
The following is a DFT calculation (the ωB97M-V functional and the def2-TZVPD basis) of a cluster of 2 separate species, BrH3P2 in total at a distorted geometry.

Structure (XYZ):
```
6
Properties=species:S:1:pos:R:3:mulliken_charge:R:1
P -0.669 -0.627 0.065 -0.1449
P 0.601 1.051 0.269 0.0605
Br 2.446 0.007 -0.123 -0.0975
H -0.655 -1.234 1.316 0.0868
H -1.975 0.084 0.521 0.0869
H 0.252 0.719 -2.049 0.0082
```

As for the maximum force: 3.1 eV/A. The calculated total energy is -3258.386593 hartree.

---

[3]
The following is a DFT calculation (the ωB97M-V functional and the def2-TZVPD basis) of the molecule C5H11NO.

Structure (XYZ):
```
18
Properties=species:S:1:pos:R:3:mulliken_charge:R:1
C 1.687 0.458 -1.308 -1.5915
C 0.871 -0.381 -0.322 0.3035
C 1.311 -0.572 1.077 -0.3524
N 0.127 0.198 0.803 -0.4145
C -1.210 -0.384 1.074 -0.5337
C -2.058 0.191 -0.078 -0.4298
O -1.581 1.496 -0.377 -0.5404
H 1.120 0.735 -2.206 0.3246
H 2.578 -0.094 -1.663 0.3872
H 2.051 1.373 -0.836 0.3386
H 0.418 -1.249 -0.810 0.3259
H 2.147 0.028 1.417 0.2452
H 1.158 -1.545 1.522 0.2678
H -1.186 -1.487 1.091 0.2999
H -1.632 -0.058 2.046 0.3354
H -1.979 -0.473 -0.958 0.2327
H -3.117 0.255 0.189 0.3509
H -0.778 1.568 0.164 0.4504
```

Its SMILES is C[C@H]1CN1CCO. As for the maximum force: 0.8 eV/A. The calculated total energy is -327.045427 hartree.

---

[4]
The following is a DFT calculation (the ωB97M-V functional and the def2-TZVPD basis) of a structure of composition C24H19N3NaO3S3 at a distorted geometry.

Structure (XYZ):
```
53
Properties=species:S:1:pos:R:3:mulliken_charge:R:1
Na 0.884 -1.544 -1.453 0.7832
S -0.240 -4.129 -1.681 -0.4826
C -0.600 -4.480 -0.027 0.2682
N 0.229 -4.450 0.992 -0.5527
C -0.423 -4.671 2.158 0.0402
C 0.160 -4.498 3.413 -0.1413
C -0.543 -4.770 4.561 -0.7682
C -1.902 -4.942 4.469 -0.3256
C -2.553 -5.023 3.249 -0.5158
C -1.816 -4.942 2.081 0.4435
S -2.218 -5.008 0.357 -0.2320
H 1.249 -4.457 3.520 0.4010
H -0.106 -4.741 5.525 0.4145
H -2.490 -5.171 5.362 0.2865
H -3.596 -5.188 3.226 0.4161
C 2.641 -1.060 2.554 -0.7197
C 2.819 0.313 2.506 -0.6551
C 1.818 1.052 1.888 -0.5601
C 0.827 0.385 1.169 0.7975
N 0.764 -0.933 1.102 -0.2427
C 1.589 -1.616 1.826 -0.0924
C -0.267 1.030 0.407 -0.0504
C -1.111 1.991 0.977 -0.6280
C -2.223 2.377 0.188 -0.5224
C -2.347 1.826 -1.061 -0.6578
C -1.458 0.856 -1.525 -0.5206
N -0.505 0.389 -0.721 0.1878
H 3.258 -1.620 3.265 0.3690
H 3.687 0.805 2.963 0.3631
H 1.820 2.117 1.900 0.4115
H 1.471 -2.690 1.814 0.5030
H -0.920 2.376 1.966 0.4890
H -2.928 3.092 0.637 0.3812
H -3.131 2.132 -1.760 0.4446
H -1.387 0.478 -2.528 0.5893
C -1.332 5.319 -3.318 -1.3499
C -0.267 4.232 -3.273 0.9293
C -0.209 3.173 -4.227 -0.8082
C 0.709 2.092 -3.963 -0.5737
C 1.372 2.055 -2.747 0.4088
C 1.291 3.082 -1.810 -0.2805
C 0.447 4.154 -2.045 -0.9276
S 2.444 0.639 -2.533 1.3756
O 1.714 -0.450 -3.227 -0.8999
O 3.702 0.970 -3.099 -0.7325
O 2.498 0.386 -1.067 -0.5641
H -2.286 4.953 -2.862 0.2005
H -1.528 5.575 -4.381 0.3832
H -0.973 6.219 -2.890 0.4218
H -0.860 3.174 -5.122 0.3080
H 0.723 1.206 -4.594 0.4712
H 1.762 2.968 -0.783 0.2771
H 0.340 4.965 -1.377 0.4387
```

Its total charge is -1. As for the maximum force: 2.7 eV/A. The calculated total energy is -2672.989601 hartree.

---

Question: Which of these has the highest calculated total energy?
Answer: C5H11NO

---

Question: Which value of maximum force does entry 1 give?
Answer: 1.7 eV/A

---

Question: maximum force of number 2 (BrH3P2)?
Answer: 3.1 eV/A

---

Question: Which of these has the lowest maximum force?
Answer: C5H11NO